No. 1
Computed, not measured: a structure of composition C4H8O at a distorted geometry, with ωB97M-V/def2-TZVPD.

```
13
Properties=species:S:1:pos:R:3:forces:R:3
O -2.143 1.032 0.035 1.525 -3.770 1.596
C -0.908 0.756 0.732 4.690 2.481 0.288
C 0.238 -0.046 0.341 -3.752 -0.302 -2.577
C 1.391 0.690 -0.243 0.999 1.624 3.214
C -0.189 -1.374 -0.290 0.797 -0.956 -1.617
H -1.801 -0.018 0.466 -3.488 -0.046 -1.123
H -0.756 -1.940 0.467 0.230 -0.168 -0.691
H 1.468 1.510 0.562 0.500 -0.219 -1.845
H 2.336 0.213 -0.280 1.001 -1.133 0.754
H -0.786 1.424 1.593 0.221 0.356 -0.635
H 0.537 -2.074 -0.892 -0.407 1.327 2.050
H -0.774 -1.194 -1.200 -0.895 0.344 0.299
H 1.387 1.020 -1.291 -1.421 0.462 0.286
```
Forces are in eV/Å.

Computed properties:
- ΔE to the lowest compared entry with this formula, charge and spin (eV) = 6.3320
- spin multiplicity = 1

natural (NBO) atomic charge list, values in e, 4 entries:
1 O -0.565
2 C -0.059
3 C -0.027
4 C -0.649

No. 2
Computed, not measured: an isolated molecule of C4H4N2O at a distorted geometry, with ωB97M-V/def2-TZVPD.

```
11
Properties=species:S:1:pos:R:3:forces:R:3
O -0.218 0.109 -1.393 -1.176 -1.399 -0.170
N 0.386 -0.456 1.946 -2.150 0.944 2.774
N -1.403 0.087 0.507 -2.383 -1.476 -2.794
C -0.080 -0.033 0.843 0.490 0.123 2.505
C -1.430 -0.110 -0.808 0.263 1.763 2.451
C 1.938 0.251 -0.686 4.152 1.223 -0.361
C 0.732 0.180 -0.298 -3.513 -0.668 -2.852
H -0.449 -0.407 2.726 2.405 -0.537 -2.557
H 2.109 0.125 -1.812 0.323 0.609 2.075
H -2.379 -0.332 -1.400 1.748 0.538 0.621
H 2.620 0.607 0.154 -0.158 -1.120 -1.690
```
Forces are in eV/Å.

Computed properties:
- ΔE to the lowest compared entry with this formula, charge and spin (eV) = 2.6914
- structure (SMILES) = [H]/N=C1\N=COC1=C
- spin multiplicity = 1

natural (NBO) atomic charge list, values in e, 4 entries:
1 O -0.479
2 N -0.580
3 N -0.515
4 C 0.292

No. 3
Computed, not measured: a cluster of 2 separate species, C9H11N3 in total at a distorted geometry, with ωB97M-V/def2-TZVPD.

```
23
Properties=species:S:1:pos:R:3:forces:R:3
N -1.538 -1.517 -0.185 -0.161 -0.035 0.077
N 0.359 1.302 1.029 -0.104 0.523 0.266
N -1.063 2.849 1.743 -0.279 -0.163 0.574
C 1.104 0.152 1.041 -1.169 -2.297 -2.072
C -1.162 -2.615 -2.067 -0.246 -0.120 -0.155
C -0.485 1.721 2.025 -0.203 0.137 0.213
C 0.276 2.264 0.050 -0.056 0.467 -0.367
C -0.603 3.199 0.507 0.396 -0.298 -0.304
C 2.402 0.082 0.314 0.041 0.191 0.089
C -0.235 -1.374 -0.498 2.140 2.249 2.432
C -2.122 -2.290 -1.151 -0.371 -0.291 -0.324
C 0.058 -2.019 -1.654 -0.053 -0.099 -0.008
H -0.613 1.172 2.938 0.035 -0.209 0.148
H -0.936 4.102 0.035 0.001 0.140 -0.199
H -3.163 -2.545 -1.108 -0.185 -0.047 -0.008
H 1.003 -2.083 -2.153 0.241 0.026 -0.057
H 3.168 0.652 0.853 -0.020 0.036 0.021
H -1.299 -3.209 -2.950 -0.126 -0.122 -0.136
H 2.324 0.491 -0.690 -0.011 -0.042 -0.010
H 0.986 -0.447 1.933 -0.023 0.102 0.058
H 0.810 2.194 -0.876 0.090 -0.078 -0.114
H 2.730 -0.950 0.245 -0.033 -0.044 -0.001
H -2.002 -1.131 0.619 0.097 -0.027 -0.123
```
Forces are in eV/Å.

Computed properties:
- ΔE to the lowest compared entry with this formula, charge and spin (eV) = 4.3048
- spin multiplicity = 1

natural (NBO) atomic charge list, values in e, 4 entries:
1 N -0.575
2 N -0.400
3 N -0.436
4 C 0.164

No. 4
Computed, not measured: a cluster of 2 separate species, C4H3NO8 in total, with ωB97M-V/def2-TZVPD.

```
16
Properties=species:S:1:pos:R:3:forces:R:3
O 1.367 -0.995 1.154 -0.025 -0.258 -0.283
O 3.304 1.391 -0.512 -0.036 0.268 0.110
O 2.674 -0.734 -0.873 -0.004 -0.360 -0.429
O 1.657 1.093 1.922 -0.030 -0.265 -0.401
O -0.750 2.768 -0.852 0.187 0.174 0.021
O -2.033 1.869 0.657 -0.120 0.079 0.259
O -0.952 -1.780 -0.608 0.075 0.150 0.084
O -2.156 -0.613 0.862 0.126 0.174 -0.035
N -1.118 1.745 -0.241 -0.370 0.268 -0.195
C -1.217 -0.697 -0.104 -0.571 -0.301 0.123
C 1.795 0.259 1.053 0.631 0.085 0.471
C -0.630 0.546 -0.547 0.101 -0.292 -0.433
C 2.674 0.368 -0.260 0.223 0.168 0.125
H -2.247 0.387 1.032 0.050 -0.272 -0.094
H 1.689 -1.365 0.247 -0.199 0.336 0.689
H 0.130 0.523 -1.308 -0.039 0.048 -0.014
```
Forces are in eV/Å.

Computed properties:
- ΔE to the lowest compared entry with this formula, charge and spin (eV) = 0.0000
- spin multiplicity = 1
- total charge = -2

natural (NBO) atomic charge list, values in e, 4 entries:
1 O -0.718
2 O -0.708
3 O -0.786
4 O -0.630

No. 5
Computed, not measured: an isolated molecule of CH3N5O2 at a distorted geometry, with ωB97M-V/def2-TZVPD.

```
11
Properties=species:S:1:pos:R:3:forces:R:3
O 0.726 -0.449 2.323 -4.421 -3.046 -4.875
O -0.615 -0.066 -1.533 -1.935 -0.619 -5.542
N 1.086 1.029 -0.817 -3.759 -2.064 -0.285
N -0.549 -0.760 -0.324 -0.175 3.083 2.158
N 1.066 0.330 1.294 -1.566 0.793 -0.724
N 0.415 0.732 -1.827 1.668 1.144 0.452
N -1.869 -0.730 0.146 0.509 0.802 1.795
C 0.287 0.271 0.237 5.977 0.018 3.443
H -2.501 0.085 0.064 1.380 -0.205 -0.362
H 1.139 -0.255 3.069 3.498 2.041 4.657
H -2.288 -1.533 -0.180 -1.176 -1.946 -0.718
```
Forces are in eV/Å.

Computed properties:
- ΔE to the lowest compared entry with this formula, charge and spin (eV) = 3.9294
- structure (SMILES) = Nn1onn/c1=N/O
- spin multiplicity = 1

natural (NBO) atomic charge list, values in e, 4 entries:
1 O -0.524
2 O -0.264
3 N -0.146
4 N -0.005

No. 6
Computed, not measured: a structure of composition C9H10AlN4O2S4Sb, with ωB97M-V/def2-TZVPD.

```
31
Properties=species:S:1:pos:R:3:forces:R:3
Sb 2.881 0.567 3.427 -0.124 0.473 -0.164
S 0.540 0.153 3.483 0.067 -0.086 -0.049
S 2.982 0.589 1.062 0.042 -0.131 0.088
S 3.363 2.633 4.313 0.060 -0.219 0.034
S 0.047 2.539 0.968 0.026 -0.121 0.041
Al 0.676 0.091 1.110 -0.021 0.253 0.209
O 0.382 0.225 -0.735 -0.036 -0.098 -0.092
O -1.391 -0.204 1.273 -0.051 0.086 -0.046
N 0.594 -5.784 -1.288 0.002 0.006 0.012
N 1.112 -4.194 0.523 0.269 -0.256 0.534
N 0.421 1.392 -1.381 0.019 -0.038 0.040
N 0.815 -1.814 0.889 -0.032 -0.077 -0.113
C -2.203 -1.188 0.617 0.047 -0.056 0.050
C -2.447 -2.393 1.499 -0.005 -0.002 0.017
C 0.298 3.736 -1.503 -0.009 0.004 0.059
C 0.823 -4.999 -0.465 -0.147 0.152 -0.260
C 0.945 -2.949 0.655 -0.116 0.120 -0.283
C 0.259 2.567 -0.706 0.026 -0.013 -0.057
C 0.630 2.438 -3.489 -0.007 0.010 -0.002
C 0.472 3.680 -2.857 0.007 0.010 -0.023
C 0.605 1.316 -2.716 0.026 0.026 -0.011
H -1.659 -0.068 2.191 -0.020 -0.050 -0.008
H 0.189 4.677 -0.984 -0.010 0.002 -0.008
H -3.143 -0.715 0.320 0.001 0.017 -0.008
H -1.654 -1.457 -0.283 0.014 0.007 0.001
H 0.498 4.593 -3.438 -0.001 0.005 0.010
H -3.009 -2.113 2.394 -0.009 -0.004 -0.006
H 0.777 2.348 -4.555 0.007 0.007 0.002
H 0.727 0.310 -3.087 -0.004 -0.018 0.032
H -1.503 -2.836 1.810 -0.019 -0.004 -0.006
H -3.027 -3.141 0.956 -0.002 -0.003 0.009
```
Forces are in eV/Å.

Computed properties:
- ΔE to the lowest compared entry with this formula, charge and spin (eV) = 0.0000
- spin multiplicity = 2
- total charge = -1

natural (NBO) atomic charge list, values in e, 4 entries:
1 Sb 1.055
2 S -0.859
3 S -0.783
4 S -0.652